(1)
Here is a gas-phase ion, C3H8N3 (charge +1) from OMol25. Energies are from the ωB97M-V functional and the def2-TZVPD basis.

The net charge is +1. Its expectation value of S² is 2.01. Its energy above the lowest of the compared OMol25 structures with the same formula, charge and spin is 131.6 kcal per mole. The max |F| is 7.45 eV/A. The calculated total energy comes out at -7694.3520 eV. Its spin multiplicity is 3.

The geometry in XYZ format:
```
14
Properties=species:S:1:pos:R:3:mulliken_charge:R:1
C -0.693 0.952 0.229 -0.69
C -0.167 -1.249 0.310 -0.66
C 0.822 0.855 0.333 0.36
N -0.990 -0.331 -0.489 -0.27
N 1.123 -0.528 0.304 -0.12
N 1.398 0.301 -0.839 -0.65
H -1.147 0.958 1.306 0.32
H -0.922 1.925 -0.164 0.38
H -0.694 -1.382 1.241 0.36
H 0.024 -2.353 -0.090 0.30
H 1.138 1.613 1.084 0.39
H -1.881 -0.657 -0.805 0.37
H -0.376 -0.385 -1.328 0.42
H 2.364 0.282 -1.092 0.49
```

***

(2)
Here is 2 unconnected molecules or ions with the total composition C3H8N3O from OMol25. Energies are from the ωB97M-V functional and the def2-TZVPD basis.

The net charge is +1. Its energy above the lowest of the compared OMol25 structures with the same formula, charge and spin is 68.7 kcal per mole. The max |F| is 3.63 eV/A. The calculated total energy comes out at -9749.4869 eV.

The geometry in XYZ format:
```
15
Properties=species:S:1:pos:R:3:mulliken_charge:R:1
C 0.405 -1.765 -0.421 -0.01
C -0.907 -1.254 0.013 0.15
C 0.342 0.726 -0.618 0.23
N 1.028 0.747 -1.705 -0.32
N 0.289 1.684 0.283 -0.37
N -1.041 -1.104 1.331 -0.34
O 0.853 -1.822 -1.511 -0.46
H 1.016 -2.111 0.587 0.18
H -1.649 -0.880 -0.619 0.45
H 1.085 -0.001 -2.414 0.24
H 1.528 1.560 -2.131 0.24
H 0.796 2.568 0.329 0.23
H -0.048 1.444 1.287 0.24
H -1.975 -0.751 1.604 0.30
H -0.368 -1.594 1.955 0.24
```

***

(3)
Here is a gas-phase ion, C3H8N3O (charge +1) from OMol25. Energies are from the ωB97M-V functional and the def2-TZVPD basis.

The net charge is +1. Its structure (SMILES) is CO/N=C/C(N)=[NH2+]. Its energy above the lowest of the compared OMol25 structures with the same formula, charge and spin is 73.3 kcal per mole. The max |F| is 5.26 eV/A. The calculated total energy comes out at -9749.2871 eV.

The geometry in XYZ format:
```
15
Properties=species:S:1:pos:R:3:mulliken_charge:R:1
C 0.620 -0.006 0.888 -0.22
C 0.855 1.473 0.056 0.62
C -1.550 -2.574 -0.001 -0.39
N -0.191 -0.762 0.258 -0.18
N 0.169 1.633 -1.046 -0.34
N 1.723 2.280 0.551 -0.38
O -0.505 -1.945 0.785 -0.19
H 1.247 -0.163 1.765 0.25
H -1.769 -1.780 -0.823 0.26
H -2.367 -2.793 0.761 0.22
H -1.157 -3.588 -0.201 0.22
H -0.582 0.924 -1.278 0.30
H 0.021 2.578 -1.391 0.29
H 1.982 1.982 1.507 0.26
H 2.186 3.036 -0.042 0.30
```

***

(4)
Here is a gas-phase ion, C3H8N3O (charge +1) from OMol25. Energies are from the ωB97M-V functional and the def2-TZVPD basis.

The net charge is +1. Its energy above the lowest of the compared OMol25 structures with the same formula, charge and spin is 113.0 kcal per mole. The max |F| is 3.51 eV/A. The calculated total energy comes out at -9747.5635 eV.

The geometry in XYZ format:
```
15
Properties=species:S:1:pos:R:3:mulliken_charge:R:1
C 0.574 1.343 0.448 -0.26
C -0.691 1.716 0.282 -0.34
C -0.799 -0.399 -0.727 0.06
N 0.957 0.008 0.181 -0.03
N 2.170 -0.216 -0.321 -0.72
N -1.119 -1.373 0.429 -0.32
O -1.438 0.779 -0.558 -0.36
H 1.216 1.877 1.083 0.47
H -1.317 2.582 0.407 0.42
H -1.008 -0.833 -1.687 0.43
H 2.302 -1.265 -0.456 0.26
H 2.545 0.451 -1.152 0.31
H -0.230 -1.175 1.137 0.43
H -1.160 -2.319 0.064 0.34
H -2.001 -1.176 0.871 0.31
```

***

(5)
Here is a gas-phase ion, C3H8N3O (charge +1) from OMol25. Energies are from the ωB97M-V functional and the def2-TZVPD basis.

The net charge is +1. Its structure (SMILES) is NC(=O)N[NH+]1CC1. Its energy above the lowest of the compared OMol25 structures with the same formula, charge and spin is 69.7 kcal per mole. The max |F| is 5.08 eV/A. The calculated total energy comes out at -9749.4417 eV.

The geometry in XYZ format:
```
15
Properties=species:S:1:pos:R:3:mulliken_charge:R:1
C 1.217 -0.306 1.106 0.55
C -1.695 -0.497 -1.049 -0.44
C -1.677 0.960 -0.836 -0.24
N 2.538 -0.361 1.074 -0.30
N 0.674 0.163 -0.145 -0.55
N -0.696 0.132 -0.147 0.33
O 0.414 -0.506 2.027 -0.57
H -2.473 -1.030 -0.680 0.28
H -1.294 -0.788 -1.923 0.29
H -1.201 1.652 -1.492 0.30
H -2.297 1.580 -0.116 0.24
H 3.103 -0.465 0.301 0.20
H 3.182 -0.191 1.871 0.27
H 0.981 -0.342 -0.973 0.28
H -0.776 0.000 0.979 0.36
```

***

(6)
Here is a gas-phase ion, C3H8N3O (charge +1) from OMol25. Energies are from the ωB97M-V functional and the def2-TZVPD basis.

The net charge is +1. Its expectation value of S² is 2.02. Its energy above the lowest of the compared OMol25 structures with the same formula, charge and spin is 22.5 kcal per mole. The max |F| is 4.73 eV/A. The calculated total energy comes out at -9746.9789 eV. Its spin multiplicity is 3.

The geometry in XYZ format:
```
15
Properties=species:S:1:pos:R:3:mulliken_charge:R:1
C 0.084 1.435 0.925 -0.02
C -0.431 0.325 -1.192 0.11
C 0.521 -0.882 0.673 -1.02
N 0.036 0.335 0.081 0.02
N -0.674 2.515 0.898 0.06
N -0.565 -0.811 -1.866 -0.39
O -1.615 2.661 0.025 -0.32
H 0.656 1.452 1.788 0.32
H -0.375 1.298 -1.729 0.36
H 1.153 -1.449 0.001 0.42
H 1.036 -0.638 1.527 0.32
H -0.279 -1.657 0.818 0.34
H -0.624 3.086 1.743 0.28
H -0.529 -0.696 -2.902 0.27
H -1.070 -1.636 -1.562 0.25
```

***

(7)
Here is a gas-phase ion, C3H8N3O (charge +1) from OMol25. Energies are from the ωB97M-V functional and the def2-TZVPD basis.

The net charge is +1. Its expectation value of S² is 2.01. Its energy above the lowest of the compared OMol25 structures with the same formula, charge and spin is 92.6 kcal per mole. The max |F| is 7.46 eV/A. The calculated total energy comes out at -9743.9377 eV. Its spin multiplicity is 3.

The geometry in XYZ format:
```
15
Properties=species:S:1:pos:R:3:mulliken_charge:R:1
C 1.054 1.540 0.062 -0.77
C -0.399 1.227 0.264 -0.22
C 0.947 -0.630 -0.251 -0.09
N 1.777 0.572 -0.226 -0.08
N -0.318 -0.154 0.423 -0.02
N -1.493 -0.823 -0.098 -0.45
O 1.508 -1.782 0.261 -0.49
H 1.500 2.492 -0.035 0.46
H -0.652 1.610 1.166 0.33
H -0.925 1.409 -0.741 0.31
H 0.714 -0.864 -1.287 0.45
H -1.695 -0.536 -1.116 0.41
H -2.391 -0.521 0.436 0.39
H -1.633 -1.923 0.061 0.41
H 2.005 -1.616 1.082 0.35
```

***

(8)
Here is 2 unconnected molecules or ions with the total composition C3H8N3S from OMol25. Energies are from the ωB97M-V functional and the def2-TZVPD basis.

The net charge is +1. Its energy above the lowest of the compared OMol25 structures with the same formula, charge and spin is 83.2 kcal per mole. The max |F| is 4.26 eV/A. The calculated total energy comes out at -18535.8958 eV.

The geometry in XYZ format:
```
15
Properties=species:S:1:pos:R:3:mulliken_charge:R:1
C 1.106 -0.045 -0.086 0.29
C 3.209 0.461 -0.078 -0.25
C -3.507 -1.397 0.277 -0.86
N 2.247 -0.581 -0.015 -0.23
N 1.092 1.331 -0.185 -0.12
N 2.336 1.680 -0.219 0.13
S -2.401 -0.140 -0.059 -0.20
H 0.142 -0.709 -0.032 0.11
H 3.753 0.633 0.807 0.33
H 3.855 0.398 -0.898 0.33
H -4.092 -1.638 -0.531 0.38
H -4.078 -1.248 1.146 0.34
H -2.882 -2.280 0.105 0.27
H 2.593 2.703 -0.347 0.31
H -3.372 0.830 0.115 0.15
```